Entry from the OMol25 dataset: an isolated ion of composition C9H13N2 and charge +1 (ωB97M-V/def2-TZVPD).

The value obtained for the HOMO-LUMO gap (spin up / spin down) is 5.277 / 7.267 eV. The multiplicity is 3. For the calculated total energy, the calculation gives -459.76538 Ha. Its largest force on an atom is 7.4 eV Å⁻¹. As for the energy above the lowest of the compared OMol25 structures with the same formula, charge and spin: 53.9 kcal/mol. As for the charge: +1.

Atoms and positions in Å:
C  1.137  -1.440  -1.646
C  1.680  -1.773  -0.333
C  -0.459  -1.732  0.926
C  -1.345  -0.767  0.758
C  0.727  -0.196  -1.904
C  0.997  -1.747  0.810
C  0.394  1.057  0.113
C  0.952  1.994  1.111
C  -1.974  1.159  -0.553
N  0.919  0.785  -0.961
N  -1.059  0.639  0.489
H  1.180  -2.174  -2.432
H  2.737  -1.998  -0.307
H  -0.867  -2.700  1.203
H  -2.404  -0.954  0.865
H  0.447  0.157  -2.882
H  1.499  -2.018  1.729
H  0.335  2.889  1.211
H  1.949  2.296  0.802
H  1.023  1.512  2.087
H  -1.897  0.539  -1.446
H  -3.002  1.136  -0.192
H  -1.709  2.185  -0.805
H  -1.260  1.151  1.356

Forces on the atoms, in the same order (eV/Å):
C 3.0464 -5.5724 2.3324
C -0.0931 0.1233 -1.5766
C 0.0018 0.0176 -0.1845
C -0.0154 -0.6395 0.1887
C -3.0180 6.6071 -1.3070
C -0.1001 0.4833 1.1008
C -0.4920 0.5303 2.0268
C 0.2510 0.0950 0.2865
C -0.7714 0.3500 -0.5521
N 0.7043 -2.0854 -1.6980
N 0.2024 0.6749 -0.4159
H 0.5421 0.0031 -0.3924
H 0.1452 -0.6101 0.0126
H -0.2798 0.0246 -0.0257
H -0.0378 0.1293 0.0019
H -0.4751 -0.0928 -0.0851
H 0.1472 0.0165 0.0481
H -0.0576 0.0831 0.0020
H -0.0280 0.0099 -0.0008
H -0.0397 0.0244 0.0967
H 0.1532 -0.0167 0.1500
H 0.0626 -0.0468 0.0644
H 0.0551 -0.0367 0.0932
H 0.0970 -0.0720 -0.1661

---

Entry from the OMol25 dataset: a 8-piece molecular cluster, C7H23NO7 overall (ωB97M-V/def2-TZVPD).

The value obtained for the HOMO-LUMO gap is 7.630 eV. For the calculated total energy, the calculation gives -861.93814 Ha. Its largest force on an atom is 2.5 eV Å⁻¹. The structure (SMILES) is CNc1ccccc1.O.O.O.O.O.O.O. As for the energy above the lowest of the compared OMol25 structures with the same formula, charge and spin: 5.9 kcal/mol.

Atoms and positions in Å:
C  -0.449  -2.304  -0.871
N  0.099  -2.416  0.457
C  -0.005  -1.302  1.260
C  0.218  -0.050  0.672
C  0.264  1.105  1.426
C  0.188  0.985  2.802
C  -0.084  -0.228  3.411
C  -0.160  -1.404  2.650
H  -1.360  -2.927  -1.067
H  0.199  -2.427  -1.727
H  -0.940  -1.321  -0.960
H  -0.026  -3.361  0.779
H  0.476  0.007  -0.376
H  0.686  2.039  1.058
H  0.290  1.854  3.452
H  -0.326  -0.335  4.448
H  -0.533  -2.322  3.099
H  -3.062  0.961  0.389
H  -3.353  -0.183  -0.535
O  -3.408  0.062  0.402
H  2.875  -2.089  -0.619
H  2.227  -1.008  -1.371
O  2.945  -1.123  -0.726
H  -0.539  -0.415  -2.706
H  0.794  0.383  -2.901
O  0.394  -0.507  -2.957
H  -1.463  3.331  -1.214
H  -1.157  2.431  -0.031
O  -1.558  2.423  -0.916
H  -2.108  1.095  -1.908
H  -3.075  0.292  -2.956
O  -2.375  0.260  -2.314
H  1.958  2.050  -1.686
H  0.395  2.099  -1.798
O  1.213  2.065  -2.312
H  2.859  0.107  0.545
H  3.301  1.431  0.001
O  2.889  1.068  0.782

Forces on the atoms, in the same order (eV/Å):
C -2.3573 0.4286 -0.7898
N -0.1877 -0.9291 -1.4215
C 0.6480 -0.0199 0.7881
C -0.1467 0.1413 -0.1835
C 0.8062 -0.3405 0.8892
C -0.6223 0.7022 1.1283
C -0.2404 -1.2049 -1.0119
C -0.6754 1.0196 -0.2032
H 0.8258 -0.2645 0.5123
H 0.5138 -0.0948 0.1560
H 0.5242 -0.3113 -0.0490
H -0.0019 0.3905 0.9818
H -0.1594 -0.0648 -0.0612
H -0.4450 -0.1583 -0.3466
H -0.0048 -0.0546 -0.2918
H 0.2229 0.3349 0.5440
H 0.4472 0.0252 -0.0784
H -0.0390 -0.0516 0.1906
H 0.0833 -0.0682 0.2284
O -0.0825 0.0473 -0.2695
H 0.3297 0.3852 0.3765
H -0.0045 0.4303 -0.0539
O -0.4528 -1.1535 -0.6544
H 0.1823 0.1860 -0.2068
H -0.3630 -0.2592 -0.1759
O 0.4598 0.1731 -0.0805
H -0.2081 0.2168 -0.2144
H -0.0778 -0.3958 0.0170
O 0.4752 0.3803 0.3325
H -0.5158 0.4307 -0.3122
H -0.2626 0.6708 -0.2750
O 0.6561 -1.2654 0.3746
H -0.5977 0.0156 -0.1376
H 0.1443 0.0154 0.2302
O 0.4228 0.1634 0.0621
H -0.0498 0.7467 0.2539
H 0.5303 0.2332 -0.1436
O 0.2224 -0.5005 -0.1049

---

Entry from the OMol25 dataset: an isolated ion of composition C4H12N3 and charge +1 (ωB97M-V/def2-TZVPD).

The value obtained for the HOMO-LUMO gap is 10.499 eV. For the calculated total energy, the calculation gives -323.64022 Ha. Its largest force on an atom is 2.0 eV Å⁻¹. The structure (SMILES) is N/C=[NH+]\CCCN. As for the energy above the lowest of the compared OMol25 structures with the same formula, charge and spin: 23.9 kcal/mol. As for the charge: +1.

Atoms and positions in Å:
C  1.484  -1.324  0.299
C  0.502  -1.304  -0.902
C  -0.697  -0.339  -0.675
N  -2.529  1.564  0.240
C  -1.224  1.770  0.422
N  -0.359  0.839  0.107
N  2.015  -0.030  0.750
H  2.289  -2.004  0.081
H  0.928  -1.741  1.155
H  0.033  -2.277  -1.030
H  1.132  -1.028  -1.747
H  -1.556  -0.904  -0.327
H  -0.890  0.001  -1.694
H  -3.250  2.206  0.521
H  -2.724  0.883  -0.478
H  -0.852  2.764  0.694
H  2.226  -0.048  1.739
H  0.574  0.821  0.559
H  2.899  0.150  0.287

Forces on the atoms, in the same order (eV/Å):
C -1.1425 -1.0026 0.8804
C 0.6379 1.1434 1.4854
C 0.9258 -0.3929 -1.2618
N 0.7989 0.1356 -0.5953
C -0.1510 -0.3507 -0.4925
N -1.1061 0.6757 0.3334
N 0.3056 0.1998 -0.2877
H 0.2486 -0.4219 -0.1118
H 0.2597 -0.0208 -0.1708
H 0.5112 -0.2046 -0.1956
H -0.5656 0.0283 -0.4216
H -0.1049 0.1430 0.4668
H -0.6527 0.2255 0.0037
H 0.1507 0.2792 -0.2170
H -0.6821 -0.2054 0.3409
H -0.1818 -0.5768 0.8324
H 0.0386 -0.2176 0.0627
H 0.8070 0.2864 -0.5835
H -0.0973 0.2764 -0.0681